The following is a DFT calculation (the ωB97M-V functional and the def2-TZVPD basis) of a cluster of 2 separate species, C16H10BCl4N2O in total at a distorted geometry.

Atoms and positions in Å:
C: -1.61304 -0.01534 6.22265
H: -2.64360 -1.70462 2.10156
Cl: -4.57207 -4.24576 5.82726
H: -0.98509 -0.89470 6.33760
C: -0.08577 -1.45423 1.48136
N: -4.12715 1.12811 1.42250
Cl: -3.60664 -4.03159 2.99577
H: 1.28407 2.16866 1.15182
C: -2.12587 2.30687 6.68819
C: -1.00744 -0.37868 1.58786
C: 1.26817 -1.22955 1.31216
C: 3.16418 0.33430 1.21864
H: -4.77156 0.79969 5.19110
C: -3.28676 -1.37132 4.93583
H: -0.49851 -2.46802 1.51070
C: -3.40250 2.16202 6.12557
C: -3.76278 0.94308 5.57893
N: 4.30816 0.56238 1.20450
H: -4.24872 -1.38962 4.41132
C: -2.85774 -0.13583 5.54454
H: -0.28437 1.35226 7.25388
H: -1.18665 1.80498 1.31911
C: 1.75940 0.08258 1.25382
Cl: -1.65176 3.85670 7.26502
C: -3.31838 0.30538 1.68033
H: -4.08230 3.00531 6.09456
H: 1.95421 -2.07191 1.25023
O: -2.59894 -2.44375 4.99764
C: 0.86811 1.16269 1.24865
B: -3.08109 -3.86150 4.79088
C: -2.36935 -0.68214 1.86392
C: -1.24336 1.21084 6.77540
C: -0.50285 0.95366 1.38538
Cl: -1.61334 -4.88855 5.27134

Atoms 1-2, force components in eV/Å:
-0.48 0.43 -0.07
-0.16 0.21 -0.30

Values from the calculation:
LUMO level = 0.44 eV
HOMO = -3.702 eV
E_tot = -2666.274842 hartree
Energy relative to the best compared isomer or geometry (same formula, charge and spin) = 46.71 kcal per mole
Net charge = -1

Computed Löwdin charges, given in elementary charges: 0.03 0.03 0.48 0.13 -0.05 0.07 0.49 0.11 -0.66 -0.25 -0.05 -0.23 0.13 -0.05 0.11 -0.09 0.00 0.10 0.15 -0.16 0.10 0.10 -0.29 0.69 -0.35 0.11 0.11 -0.08 -0.06 -1.86 -0.14 -0.08 -0.03 0.49